Entry 1:
C24H28INO2PtS4 | wB97M-V/def2-TZVPD

## Properties
HOMO-LUMO gap: 7.05 eV
HOMO level: -7.18 eV
ΔE to the lowest compared entry with this formula, charge and spin: 42.2 kcal/mol

The geometry in ORCA input format:
```
! RIJCOSX wB97M-V def2-TZVPD def2/J DEFGRID3
* xyz 0 1
Pt 0.385 -0.576 -0.045
I -0.216 0.483 2.311
S -0.863 2.603 -1.048
S 4.838 1.470 -3.055
S 2.846 -1.908 0.508
S 3.557 2.326 0.940
O -1.157 1.245 -1.634
O 1.798 0.810 -0.690
N -3.886 -1.305 1.183
C 4.106 1.056 -0.071
C 5.427 0.793 0.136
C -2.257 -1.979 -0.532
C 6.012 1.651 1.119
C 4.233 1.655 -4.646
C 3.270 -1.106 -0.960
C -3.130 -1.974 2.291
C -2.977 -0.813 0.063
C 5.109 2.532 1.633
C 2.925 1.287 -4.726
C -0.268 -3.229 -0.951
C -3.014 -3.001 -1.113
C -2.406 -4.154 -1.581
C -2.102 3.692 -1.737
C 0.520 3.271 -1.957
C -0.859 -2.057 -0.475
C -4.732 -0.196 1.701
C 3.798 -1.984 -1.857
C 3.089 0.416 -1.029
C 3.844 -3.327 -1.358
C 3.356 -3.430 -0.091
C -1.023 -4.267 -1.478
C 2.410 0.838 -3.470
C 3.335 0.873 -2.472
H 2.343 1.331 -5.639
H 7.051 1.603 1.425
H -2.538 -1.223 2.806
H 5.272 3.284 2.395
H -3.623 -0.308 -0.657
H -5.371 -0.566 2.499
H 3.262 -4.314 0.526
H -4.477 -2.017 0.764
H 1.348 2.583 -1.772
H -4.096 -2.891 -1.212
H -3.845 -2.439 2.967
H -3.073 3.338 -1.387
H 0.815 -3.329 -0.928
H -1.925 4.714 -1.388
H 5.965 0.010 -0.391
H -5.337 0.205 0.891
H 4.874 2.044 -5.427
H 4.126 -1.692 -2.847
H 1.393 0.500 -3.302
H -2.994 -4.943 -2.036
H -4.066 0.573 2.087
H 0.276 3.314 -3.021
H -0.527 -5.163 -1.832
H 4.228 -4.168 -1.924
H -2.278 -0.099 0.480
H 0.748 4.262 -1.552
H -2.463 -2.715 1.862
H -2.047 3.632 -2.827
*
```

Entry 2:
C24H28N2O4 | wB97M-V/def2-TZVPD

## Properties
HOMO-LUMO gap: 7.93 eV
SMILES: CCc1ccc(/C=C2\Oc3c(ccc(O)c3CN3CCN(CCO)CC3)C2=O)cc1
HOMO level: -8.05 eV
ΔE to the lowest compared entry with this formula, charge and spin: 490.9 kcal/mol

The geometry in ORCA input format:
```
! RIJCOSX wB97M-V def2-TZVPD def2/J DEFGRID3
* xyz 0 1
O 2.786 3.451 -2.169
O 1.344 1.226 -0.124
O 3.052 -2.864 -1.794
O -5.042 -3.996 -0.067
N 0.655 -3.017 -0.494
N -2.103 -3.931 -0.324
C 2.830 -1.574 -1.883
C 2.506 2.559 -1.593
C -1.657 2.790 2.757
C 0.170 -3.846 0.553
C 0.949 3.586 -0.162
C -2.423 4.281 5.358
C -0.178 3.794 0.818
C 1.235 -1.632 -0.178
C -2.860 -5.286 -0.383
C -0.521 -2.665 -1.368
C -0.675 4.942 1.238
C -1.204 -3.802 -1.772
C -1.222 -3.770 0.967
C 3.777 -0.925 -2.660
C -0.724 2.663 1.463
C 2.114 0.406 -1.039
C 3.679 0.381 -2.935
C 1.363 2.547 -0.732
C 2.771 1.126 -1.831
C -4.106 -5.096 0.354
C -3.383 4.192 3.911
C -2.169 4.056 2.967
C 2.194 -0.896 -0.826
C -1.421 5.213 2.128
H -4.851 -5.946 0.150
H -1.396 -2.595 1.279
H 0.670 -3.844 1.645
H -3.253 4.424 6.072
H -1.018 -1.845 -1.112
H -1.830 5.077 5.262
H 4.226 0.859 -3.661
H -1.732 -4.291 1.639
H -0.725 -4.574 -1.954
H -0.450 5.835 0.725
H -1.850 1.816 3.140
H -2.205 -6.050 -0.159
H -1.810 3.344 5.411
H 0.355 -1.201 0.581
H -3.233 -5.395 -1.558
H 1.175 4.426 -0.487
H 0.078 -2.566 -2.428
H -0.314 1.467 1.413
H -1.932 6.264 2.348
H -3.773 3.392 4.035
H -2.091 -3.567 -2.378
H 2.256 -3.341 -1.342
H -3.717 -4.918 1.338
H -4.360 -3.263 -0.266
H 1.915 -1.996 0.783
H 0.493 -4.787 0.264
H 4.323 -1.497 -3.461
H -3.846 5.117 3.732
*
```

- What is the HOMO level in the second record?
  -8.05 eV

- The highest HOMO level belongs to which entry?
  C24H28INO2PtS4